Entry from OMol25: a cluster of 2 separate species, C15H25N3O4S3 in total (ωB97M-V/def2-TZVPD).

The LUMO energy is 0.381 eV. Its HOMO-LUMO gap is 9.2 eV. The value obtained for the total energy is -2246.39617 Eh. As for the SMILES: O=C(O)[C@@H]1CS[C@H]2CS[C@H](CS)N21.CNC(=O)[C@@H]1CCCN1C(C)=O. As for the highest occupied orbital energy: -8.81 eV. The strongest force on any atom comes out at 2.10 eV/Å.

Element x y z (Å)
S -2.00452 2.70280 -3.69927
S -1.75541 -0.82587 -4.27454
S -4.82158 1.95355 -0.38217
O -1.45815 -2.40955 -1.07131
O 1.51616 -2.05792 4.16371
O -3.00837 -1.53035 0.32088
O 4.36224 0.51929 0.07640
N -2.30646 0.55705 -2.13146
N 1.79201 -1.06605 2.15844
N 3.87505 1.11950 2.11515
C -1.12690 0.27626 -2.96112
C 3.18091 1.25371 3.39685
C -3.09397 -0.68785 -1.89877
C -3.43010 2.63612 -1.37635
C -3.16311 -1.41243 -3.25439
C 0.42695 0.36775 0.82486
C 0.45477 -0.48858 2.09031
C 2.54261 -0.74776 0.94205
C -3.07589 1.74360 -2.56717
C 3.55508 -2.53848 3.07197
C -2.50447 -1.59239 -0.78892
C 3.64539 0.33695 1.04868
C 1.46381 -0.31930 -0.06013
C -0.57562 1.58046 -3.51016
C 2.19924 -1.86022 3.16641
H 1.02327 -1.20386 -0.52202
H -1.27771 -2.88103 -0.24370
H -4.09975 -1.16095 -3.76018
H -3.98774 1.45170 -3.10068
H -0.56119 0.37668 0.36438
H 3.58732 2.10847 3.94038
H 0.23550 0.11580 2.97150
H 4.64585 1.75374 1.96451
H -3.12792 -2.49980 -3.13220
H -2.54521 2.75243 -0.74405
H 3.01832 -1.64963 0.55624
H -4.88303 2.84782 0.62877
H 1.84576 0.35488 -0.82835
H 3.32899 0.36472 4.01112
H 0.13542 2.00678 -2.79735
H -3.71210 3.62700 -1.74413
H -0.06424 1.42082 -4.46387
H 0.75300 1.38301 1.05636
H -0.27845 -1.29238 2.00364
H -4.11255 -0.44707 -1.57993
H 2.11537 1.42598 3.24240
H 3.73995 -3.08753 3.99448
H 3.55174 -3.23490 2.23583
H 4.33512 -1.79326 2.93480
H -0.35542 -0.24971 -2.38790

The molecule's Löwdin atomic charges, reported in e, are given here:
1. S 0.92
2. S 0.91
3. S 0.71
4. O 0.10
5. O 0.05
6. O 0.10
7. O 0.04
8. N -0.14
9. N -0.02
10. N 0.05
11. C -0.62
12. C -0.05
13. C -0.25
14. C -0.56
15. C -0.39
16. C -0.14
17. C -0.13
18. C -0.17
19. C -0.64
20. C 0.01
21. C -0.44
22. C -0.45
23. C -0.12
24. C -0.45
25. C -0.53
26. H 0.11
27. H 0.13
28. H 0.08
29. H 0.11
30. H 0.10
31. H 0.09
32. H 0.12
33. H 0.14
34. H 0.08
35. H 0.08
36. H 0.15
37. H -0.14
38. H 0.12
39. H 0.08
40. H 0.07
41. H 0.06
42. H 0.08
43. H 0.11
44. H 0.12
45. H 0.12
46. H 0.07
47. H 0.09
48. H 0.08
49. H 0.08
50. H 0.09